{"formula": "C26H24N7O3S3W", "method": "ωB97M-V with the def2-TZVPD basis set", "symbols": ["W", "S", "C", "C", "N", "C", "S", "C", "N", "O", "N", "N", "O", "C", "C", "C", "C", "C", "C", "H", "H", "H", "H", "H", "C", "C", "C", "N", "C", "S", "N", "C", "O", "C", "C", "C", "C", "C", "C", "H", "H", "H", "H", "H", "H", "H", "H", "H", "H", "H", "H", "H", "H", "C", "C", "C", "N", "C", "C", "H", "H", "H", "H", "H"], "positions_angstrom": [[-0.966, 0.126, -2.035], [-0.025, 2.274, -1.478], [-1.321, 3.250, -2.144], [-0.997, 4.559, -2.557], [-0.721, 5.609, -2.924], [-2.610, 2.798, -2.221], [-3.065, 1.175, -1.713], [-3.654, 3.622, -2.682], [-4.519, 4.257, -3.084], [-1.148, -1.699, -2.806], [-0.163, -2.520, -2.628], [0.897, -1.951, -2.192], [0.916, -0.634, -2.048], [2.024, -2.709, -1.847], [2.077, -4.061, -2.186], [3.149, -4.817, -1.751], [4.163, -4.231, -1.003], [4.111, -2.878, -0.697], [3.047, -2.105, -1.121], [1.282, -4.499, -2.767], [3.189, -5.868, -1.994], [4.992, -4.827, -0.654], [4.894, -2.419, -0.116], [2.997, -1.050, -0.886], [-1.655, -2.050, 5.319], [-1.343, -0.578, 5.072], [-2.089, 0.004, 3.869], [-1.761, -0.685, 2.637], [-1.362, -0.166, 1.492], [-1.266, -1.187, 0.123], [-1.067, 1.140, 1.338], [-0.379, 2.081, 2.157], [-0.576, 3.245, 1.953], [0.599, 1.545, 3.117], [1.266, 0.338, 2.913], [2.229, -0.071, 3.818], [2.532, 0.714, 4.922], [1.884, 1.925, 5.117], [0.927, 2.344, 4.214], [-1.213, -2.365, 6.260], [-1.241, -2.683, 4.538], [-2.728, -2.215, 5.375], [-0.270, -0.453, 4.933], [-1.634, 0.006, 5.945], [-1.848, 1.061, 3.764], [-3.168, -0.092, 4.031], [-1.968, -1.676, 2.637], [-1.231, 1.509, 0.391], [1.063, -0.265, 2.037], [2.742, -1.008, 3.659], [3.281, 0.381, 5.624], [2.127, 2.539, 5.969], [0.421, 3.289, 4.330], [-1.043, 1.371, -6.796], [-0.046, 1.895, -5.983], [-0.014, 1.551, -4.644], [-0.918, 0.731, -4.081], [-1.873, 0.212, -4.874], [-1.966, 0.505, -6.221], [-1.099, 1.622, -7.845], [0.709, 2.559, -6.378], [0.750, 1.948, -3.982], [-2.578, -0.471, -4.401], [-2.744, 0.049, -6.813]], "forces_ev_per_a": [[-0.8, 1.4, 1.5], [-0.2, -0.1, -0.3], [-0.5, -0.9, 0.4], [0.1, 0.3, -0.1], [0.1, 0.4, -0.1], [0.8, -0.5, 0.3], [0.4, 0.1, -0.1], [-0.2, 0.3, -0.2], [-0.4, 0.3, -0.1], [0.2, -0.5, -0.4], [1.1, -0.4, 0.4], [-1.9, 0.3, -0.8], [0.6, -0.5, -0.1], [1.3, -0.8, 0.4], [-0.1, 0.2, 0.1], [0.0, 0.1, 0.0], [0.0, 0.1, 0.0], [0.0, -0.2, -0.1], [-0.4, 0.2, -0.1], [0.0, -0.1, 0.0], [0.0, 0.0, 0.0], [0.1, -0.1, 0.0], [0.1, 0.0, 0.0], [0.0, -0.1, 0.0], [0.1, 0.3, 0.0], [-0.1, 0.0, -0.1], [0.0, 0.3, 0.7], [0.2, -0.1, -0.4], [-0.1, 0.0, 0.0], [-0.2, -0.3, -0.2], [-0.2, 0.4, -0.1], [-0.3, -0.2, -0.2], [0.0, 0.2, 0.0], [0.5, 0.0, 0.4], [-0.1, 0.2, -0.1], [0.1, -0.1, 0.0], [0.0, -0.1, -0.1], [0.0, -0.1, 0.0], [-0.1, -0.1, -0.2], [0.0, -0.1, 0.0], [0.0, -0.2, -0.1], [-0.2, -0.1, 0.0], [0.0, 0.1, 0.0], [0.0, 0.1, 0.0], [-0.2, -0.1, 0.0], [0.1, 0.1, -0.1], [0.1, 0.1, -0.2], [0.1, -0.2, 0.6], [0.0, 0.0, 0.0], [0.1, 0.0, 0.0], [0.1, 0.0, 0.1], [0.0, 0.1, 0.1], [0.0, 0.1, 0.1], [0.0, -0.1, 0.4], [-0.1, -0.1, 0.0], [0.3, 0.3, 0.0], [0.0, 0.1, -0.9], [-0.3, -0.2, -0.2], [0.1, 0.0, 0.0], [0.0, 0.0, 0.0], [0.0, 0.0, 0.0], [-0.1, -0.1, -0.2], [0.2, 0.2, -0.2], [-0.1, 0.0, 0.0]], "largest_force_ha_per_bohr": 0.04248, "total_charge": 1, "multiplicity": 3, "energy_ev": -78248.9788, "lumo_ev": [-4.34, -4.21], "e_above_lowest_kcal_mol": 6.53, "s_squared": 2.0310}